# 1
Below is a molecular structure, C8H10OS2 in a non-equilibrium geometry, with properties calculated with wB97M-V/def2-TZVPD.

The calculation puts the HOMO energy (spin up / spin down) at -8.8218 / -8.8220 eV. The calculation puts the relative energy (zero: lowest compared OMol25 entry of this formula, charge and spin) at 29.5 kcal/mol. As for the orbital gap (spin up / spin down): 8.355 / 8.357 eV.

Last column: Löwdin charge in e.
Element x y z (Å)
C: 1.317 0.601 -0.918  -0.031
C: 1.044 -1.555 0.098  -0.030
C: -0.046 0.816 -0.837  -0.072
C: -0.322 -1.349 0.190  -0.087
C: 1.877 -0.586 -0.450  -0.269
C: -0.848 -0.165 -0.287  -0.383
C: 3.358 -0.796 -0.514  -0.047
C: -2.576 1.732 1.636  0.033
O: -3.001 0.955 -1.326  -0.463
S: -3.619 -1.419 0.239  0.268
S: -2.623 0.177 -0.165  0.373
H: 1.952 1.360 -1.350  0.116
H: 1.466 -2.484 0.452  0.115
H: -0.496 1.725 -1.205  0.114
H: -0.972 -2.098 0.612  0.073
H: 3.774 -0.344 -1.411  0.080
H: 3.830 -0.328 0.350  0.088
H: 3.603 -1.854 -0.501  0.078
H: -3.358 2.409 1.352  0.019
H: -2.785 1.098 2.476  0.016
H: -1.573 2.105 1.558  0.011

# 2
Below is a molecular structure, C24H21LiN4S, with properties calculated with wB97M-V/def2-TZVPD.

The calculation puts the HOMO energy at -5.0671 eV. The calculation puts the relative energy (zero: lowest compared OMol25 entry of this formula, charge and spin) at 5.7 kcal/mol. As for the orbital gap: 5.287 eV.

Last column: Löwdin charge in e.
Element x y z (Å)
Li: 0.537 0.311 -0.127  0.536
N: 0.644 2.602 2.152  0.133
C: 0.526 1.313 2.670  -0.292
C: 0.641 1.176 4.059  -0.014
C: 0.526 -0.077 4.613  -0.064
C: 0.288 -1.170 3.787  -0.060
C: 0.179 -0.936 2.434  -0.125
N: 0.301 0.277 1.876  0.064
C: 0.604 3.122 0.861  -0.299
C: 0.666 4.518 0.735  -0.014
C: 0.660 5.071 -0.522  -0.066
C: 0.587 4.236 -1.634  -0.064
C: 0.517 2.880 -1.409  -0.124
N: 0.522 2.323 -0.191  0.048
H: 0.768 3.304 2.860  0.129
H: 0.824 2.045 4.680  0.111
H: 0.620 -0.204 5.684  0.110
H: 0.195 -2.172 4.182  0.105
H: -0.007 -1.751 1.742  0.109
H: 0.724 5.143 1.619  0.111
H: 0.711 6.146 -0.640  0.110
H: 0.589 4.630 -2.640  0.104
H: 0.461 2.183 -2.239  0.118
C: 2.792 0.189 -0.225  -0.153
C: 2.392 -0.961 -0.921  -0.419
C: 2.163 -0.973 -2.340  -0.091
C: 1.681 -2.087 -3.000  -0.135
C: 1.380 -3.273 -2.323  -0.179
C: 1.601 -3.303 -0.946  -0.148
C: 2.080 -2.199 -0.261  -0.106
H: 3.208 1.022 -0.787  0.027
H: 3.154 0.080 0.794  0.027
H: 2.400 -0.076 -2.904  0.094
H: 1.540 -2.041 -4.076  0.095
H: 1.021 -4.145 -2.853  0.083
H: 1.401 -4.219 -0.397  0.097
H: 2.264 -2.269 0.807  0.091
S: -4.186 0.582 -0.184  1.059
C: -2.526 1.057 -0.069  -0.466
N: -1.663 0.192 -0.458  -0.001
C: -2.288 -0.970 -0.903  -0.303
C: -1.624 -2.098 -1.394  0.005
C: -2.383 -3.177 -1.796  -0.062
C: -3.783 -3.148 -1.716  -0.083
C: -4.450 -2.038 -1.235  -0.091
C: -3.683 -0.948 -0.828  -0.475
H: -2.262 2.035 0.317  0.077
H: -0.538 -2.116 -1.458  0.077
H: -1.888 -4.059 -2.182  0.106
H: -4.355 -4.008 -2.038  0.103
H: -5.530 -2.018 -1.176  0.107

# 3
Below is a molecular structure, CH3InNO2 in a non-equilibrium geometry, with properties calculated with wB97M-V/def2-TZVPD.

The total charge is +4. The calculation puts the HOMO energy (spin up / spin down) at -33.2592 / -35.2935 eV. Its expectation value of S² is 1.7727. The calculation puts the relative energy (zero: lowest compared OMol25 entry of this formula, charge and spin) at 1.7 kcal/mol. As for the orbital gap (spin up / spin down): 5.957 / 9.056 eV. As for the multiplicity: 2.

Last column: Mulliken spin population.
Element x y z (Å)
In: -2.273 -2.884 1.173  0.941
C: 0.140 1.035 -0.053  -0.109
N: 0.564 -0.338 -0.257  -0.007
O: -0.147 -1.241 0.104  -0.747
O: 1.592 -0.549 -0.898  1.005
H: -0.720 1.080 0.615  -0.019
H: -0.131 1.316 -1.071  -0.025
H: 0.974 1.582 0.388  -0.040

# 4
Below is a molecular structure, C18H18CrN5O6S in a non-equilibrium geometry, with properties calculated with wB97M-V/def2-TZVPD.

The total charge is +2. The calculation puts the HOMO energy (spin up / spin down) at -14.2223 / -14.2860 eV. Its expectation value of S² is 0.7621. The calculation puts the relative energy (zero: lowest compared OMol25 entry of this formula, charge and spin) at 5.9 kcal/mol. As for the orbital gap (spin up / spin down): 7.337 / 7.886 eV. As for the multiplicity: 2.

Last column: Mulliken spin population.
Element x y z (Å)
Cr: 0.095 -0.191 0.010  1.100
O: 2.187 -0.608 3.481  0.002
C: 1.736 -0.458 2.278  -0.007
O: 0.559 -0.163 2.015  -0.017
C: 2.690 -0.634 1.164  0.005
C: 4.019 -1.003 1.199  0.000
C: 4.649 -1.276 -0.014  -0.003
C: 3.935 -1.199 -1.204  0.001
C: 2.608 -0.803 -1.145  0.001
N: 2.032 -0.512 0.011  -0.042
C: 1.592 -0.748 -2.281  0.001
O: 1.873 -1.136 -3.381  0.008
O: 0.436 -0.279 -1.868  -0.006
H: 1.477 -0.566 4.141  0.000
H: 4.533 -1.095 2.146  0.000
H: 5.688 -1.576 -0.023  0.000
H: 4.374 -1.446 -2.161  0.000
C: -5.180 0.286 -0.028  0.000
N: -4.225 1.383 -0.043  -0.002
C: -4.522 2.722 -0.117  0.001
C: -3.363 3.391 -0.129  -0.002
N: -2.321 2.456 -0.063  0.001
C: -2.891 1.213 -0.014  0.000
S: -2.221 -0.340 0.056  -0.024
C: -0.952 2.837 -0.068  0.004
C: -0.683 4.207 -0.080  -0.003
C: 0.611 4.674 -0.141  0.005
C: 1.635 3.746 -0.185  -0.002
C: 1.299 2.416 -0.133  0.016
N: 0.041 1.928 -0.065  -0.031
H: -6.187 0.690 -0.025  0.000
H: -5.032 -0.327 0.859  0.000
H: -5.042 -0.339 -0.909  0.000
H: -5.527 3.104 -0.156  0.000
H: -3.231 4.450 -0.201  0.000
H: -1.479 4.927 -0.040  0.000
H: 0.810 5.736 -0.152  0.000
H: 2.673 4.040 -0.249  0.000
H: 2.097 1.695 -0.152  -0.004
N: -0.565 -4.492 -1.193  0.000
C: 0.076 -4.618 0.152  -0.002
C: 0.434 -3.197 0.654  0.001
O: 1.133 -3.075 1.639  0.002
O: -0.124 -2.276 -0.059  -0.006
H: -1.343 -5.130 -1.342  0.000
H: 0.111 -4.626 -1.945  0.000
H: -0.859 -3.491 -1.219  0.001
H: 0.965 -5.240 0.114  0.000
H: -0.621 -5.057 0.863  0.000